Entry 1:
This record from OMol25 describes a molecular structure, C46H27Cl4CrN4O5S. The level of theory is ωB97M-V with the def2-TZVPD basis set.

Each line ends with the Mulliken spin population.
Geometry (Å):
1 Cr 0.05 0.19 -0.07  2.555
2 Cl 5.87 7.46 0.84  0.000
3 C 4.78 6.09 0.78  -0.001
4 C 4.48 5.41 1.95  0.005
5 C 3.61 4.33 1.89  -0.021
6 C 3.05 3.92 0.69  -0.016
7 C 3.36 4.63 -0.46  -0.019
8 C 4.23 5.71 -0.43  0.005
9 C 2.13 2.74 0.63  -0.077
10 C 0.76 2.98 0.82  0.239
11 C 0.20 4.20 1.27  -0.089
12 C -1.13 3.97 1.51  0.189
13 C -1.40 2.61 1.15  -0.083
14 C -2.67 2.01 1.09  0.120
15 C -3.71 2.44 2.01  -0.027
16 C -3.36 3.01 3.26  0.087
17 C -4.30 3.42 4.18  -0.041
18 C -5.65 3.26 3.91  0.090
19 Cl -6.85 3.78 5.07  0.006
20 C -6.04 2.65 2.73  -0.050
21 C -5.09 2.25 1.80  0.091
22 C -2.89 0.96 0.09  0.102
23 N -1.86 0.00 -0.14  -0.138
24 C -2.46 -1.00 -0.91  0.061
25 C -2.01 -2.27 -0.99  -0.028
26 C -2.80 -3.28 -1.74  -0.010
27 C -3.48 -4.29 -1.06  -0.001
28 C -4.22 -5.25 -1.74  0.001
29 C -4.27 -5.19 -3.12  0.000
30 Cl -5.19 -6.40 -4.00  0.000
31 C -3.61 -4.20 -3.83  0.001
32 C -2.87 -3.25 -3.13  -0.007
33 C -0.76 -2.70 -0.42  0.141
34 C -0.32 -4.01 -0.28  -0.018
35 C 0.99 -3.95 0.20  0.099
36 C 1.33 -2.59 0.30  -0.052
37 N 0.23 -1.83 -0.03  -0.111
38 C 2.64 -2.07 0.58  0.170
39 C 2.94 -0.73 0.61  -0.137
40 C 4.26 -0.15 0.69  0.128
41 C 4.11 1.20 0.62  -0.127
42 C 2.70 1.48 0.55  0.156
43 N 2.01 0.29 0.50  -0.021
44 C 3.75 -3.03 0.77  0.082
45 C 4.10 -3.95 -0.22  0.033
46 C 5.16 -4.83 -0.05  -0.009
47 C 5.88 -4.80 1.13  0.016
48 Cl 7.22 -5.91 1.34  0.001
49 C 5.57 -3.91 2.13  -0.011
50 C 4.50 -3.03 1.95  0.032
51 C -3.77 -0.50 -1.49  0.016
52 C -3.97 0.73 -0.67  0.071
53 N -0.23 2.03 0.73  -0.008
54 H 4.92 5.73 2.89  0.001
55 H 3.37 3.79 2.80  0.003
56 H 2.92 4.32 -1.40  0.001
57 H 4.47 6.26 -1.33  0.000
58 H 0.73 5.13 1.41  -0.017
59 H -1.88 4.68 1.83  0.006
60 H -2.31 3.09 3.51  0.006
61 H -3.98 3.85 5.12  -0.001
62 H -7.10 2.50 2.53  -0.003
63 H -5.44 1.78 0.90  0.028
64 H -3.44 -4.32 0.02  -0.001
65 H -4.75 -6.03 -1.21  0.000
66 H -3.67 -4.16 -4.91  0.000
67 H -2.35 -2.46 -3.66  0.001
68 H -0.88 -4.90 -0.51  -0.003
69 H 1.65 -4.78 0.42  0.013
70 H 5.18 -0.70 0.76  0.014
71 H 4.89 1.95 0.66  -0.017
72 H 3.53 -3.97 -1.14  0.000
73 H 5.42 -5.54 -0.83  0.000
74 H 6.14 -3.90 3.05  -0.001
75 H 4.24 -2.33 2.73  0.003
76 H -4.55 -1.24 -1.36  0.003
77 H -4.80 1.39 -0.83  -0.002
78 O -3.14 0.55 -5.05  0.000
79 S -2.62 0.54 -3.70  0.009
80 O -3.80 -0.29 -2.92  -0.002
81 O -2.51 1.82 -3.05  -0.001
82 O -1.42 -0.30 -3.55  -0.006
83 C 1.14 -0.90 -2.95  -0.095
84 C 0.58 0.03 -1.95  -0.189
85 O 0.62 1.22 -1.80  -0.146
86 H 1.18 -0.45 -3.93  -0.011
87 H 0.54 -1.81 -2.96  0.003
88 H 2.14 -1.15 -2.58  0.010

Summary:
⟨S²⟩: 4.179
Net charge: -2
2S+1: 4
E: -153688.295 eV
Orbital gap (alpha / beta): 4.3 / 5.0 eV
HOMO level (alpha / beta): -0.7 / -1.4 eV

***

Entry 2:
This record from OMol25 describes a molecular structure, Be2H14O15S2Tl at a distorted geometry. The level of theory is ωB97M-V with the def2-TZVPD basis set.

Each line ends with the Mulliken spin population.
Geometry (Å):
1 Be -0.37 -2.26 3.35  -0.005
2 Be -1.40 1.58 2.33  -0.003
3 Tl -2.93 -1.91 -1.94  0.002
4 S -3.27 -1.50 2.25  -0.067
5 O -4.58 -1.55 2.91  0.525
6 O -2.54 -2.76 2.37  0.040
7 O -3.48 -1.18 0.83  0.470
8 O -2.51 -0.42 2.79  0.034
9 S 0.25 -0.20 0.26  -0.002
10 O -0.11 1.23 0.35  0.000
11 O -0.65 -0.93 -0.65  0.006
12 O 1.62 -0.19 -0.15  0.001
13 O 0.03 -0.72 1.58  -0.001
14 O 1.77 3.41 -0.02  0.000
15 H 1.85 3.53 -0.97  0.000
16 H 1.17 2.67 0.08  0.000
17 O 4.03 0.47 -0.67  -0.001
18 H 4.54 0.30 0.12  0.000
19 H 3.13 0.22 -0.44  0.000
20 O -0.19 0.22 4.22  -0.001
21 H 0.76 0.26 4.29  0.000
22 H -0.50 0.24 5.13  0.000
23 O -0.52 -0.63 -3.39  0.000
24 H -0.18 -1.26 -4.03  0.000
25 H 0.16 0.04 -3.32  0.000
26 O 1.96 -2.17 -1.64  -0.001
27 H 1.76 -1.51 -0.97  0.000
28 H 1.10 -2.50 -1.91  0.000
29 O 1.63 1.19 -2.60  0.000
30 H 2.49 1.32 -2.99  0.000
31 H 1.80 0.63 -1.84  0.000
32 O -2.47 1.15 -1.65  0.000
33 H -1.63 1.47 -1.32  0.000
34 H -2.72 1.76 -2.34  0.000

Summary:
⟨S²⟩: 0.763
Net charge: +2
2S+1: 2
E: -58080.552 eV
Orbital gap (alpha / beta): 2.3 / 2.3 eV
HOMO level (alpha / beta): -14.8 / -14.8 eV

***

Question: What is the ⟨S²⟩ in the first record?
Answer: 4.179

***

Question: Which value of 2S+1 does entry 1 give?
Answer: 4